Density functional theory data (ωB97M-V/def2-TZVPD) for a molecular structure, C33H43Cl2N2OP3Ru in a non-equilibrium geometry.

Cartesian coordinates (Å):
Ru: 0.34046 -0.46153 2.43581
Cl: -0.06902 -1.06668 4.74413
Cl: 2.49390 0.39768 3.11534
P: -3.53244 -2.24751 0.47029
P: 1.54713 -2.40658 2.43545
P: 1.45026 1.03022 -1.64140
O: -2.01739 0.39564 -0.57178
N: -0.50223 1.44675 3.04394
N: -2.04093 2.97002 3.39550
C: -0.19299 -2.57629 -3.93429
C: 0.51258 -3.86489 2.10696
C: 0.14370 4.30952 -3.64307
C: -1.69059 1.88577 2.65259
C: -3.30990 3.67076 3.32420
C: -0.03493 2.28887 4.04077
C: 2.44411 -2.87111 3.96119
C: 0.55554 2.53244 -2.04090
C: -1.48229 -1.33689 2.18865
C: -4.07602 -3.28555 1.81738
C: -0.99736 3.23456 4.27791
C: -0.82982 4.85006 -2.79567
C: -0.74479 -1.31134 -4.16170
C: -1.16828 -0.69190 -0.11397
C: 1.14216 0.53847 0.15431
C: -0.24120 -0.19070 -3.49906
C: -0.37958 3.11094 -1.16337
C: 5.85382 1.81928 -2.65692
C: -4.70032 -0.94418 0.09522
C: 0.08328 -0.17782 0.51513
C: 3.96387 2.07429 -1.15832
C: 0.89151 -2.72107 -3.06310
C: 0.83959 3.16017 -3.26957
C: 5.09502 0.98015 -3.47813
C: 0.84102 -0.34109 -2.61848
C: 2.83623 -2.46040 1.15248
C: -3.16764 -3.21055 -1.00139
C: 3.77002 0.68675 -3.15256
C: 3.19336 1.24883 -1.99787
C: -1.96739 -1.44829 0.93560
C: -1.08792 4.24977 -1.55781
C: 5.28773 2.36174 -1.49630
C: 1.43641 -1.60245 -2.43272
H: 3.51829 2.49395 -0.25287
H: 3.40098 -1.52123 1.17643
H: -1.84942 4.66715 -0.89564
H: -3.34047 -4.08068 2.00674
H: -4.20036 -2.68546 2.73001
H: 3.51281 -3.30236 1.35225
H: -0.91307 -1.34871 -0.96539
H: -1.38351 5.73847 -3.10462
H: -4.22254 -0.25406 -0.61315
H: 0.00791 -3.74420 1.14104
H: 3.13060 -3.70105 3.74966
H: 0.36398 4.77549 -4.60334
H: -4.13367 3.01665 3.64245
H: -1.53919 0.96596 -1.20593
H: -2.33130 1.45975 1.88722
H: 3.17800 0.03313 -3.79439
H: 1.13179 -4.77103 2.09043
H: -1.01433 4.03365 4.99711
H: 5.88046 3.01541 -0.85502
H: -4.08728 -3.70558 -1.34434
H: 0.92821 2.12987 4.49535
H: 2.32646 -1.69796 -1.80500
H: -0.53104 2.68513 -0.16719
H: -5.61543 -1.37880 -0.33104
H: -0.66041 0.80045 -3.68247
H: 3.00744 -2.00098 4.31432
H: -2.01872 -1.70767 3.07600
H: -2.40872 -3.96847 -0.75985
H: -2.78096 -2.55639 -1.79524
H: 1.88344 0.86730 0.89018
H: -0.24056 -3.94233 2.90001
H: -0.59914 -3.44727 -4.45155
H: 1.71686 -3.16079 4.72717
H: 6.88581 2.05224 -2.92386
H: 2.37202 -2.58715 0.16778
H: -3.50833 3.99922 2.29643
H: 1.60390 2.73792 -3.92383
H: -3.26891 4.54255 3.98404
H: 5.52893 0.55169 -4.38226
H: -5.03988 -3.74325 1.54712
H: -4.93980 -0.39515 1.01657
H: 1.33118 -3.70549 -2.88428
H: -1.57071 -1.18576 -4.86150

Properties
spin multiplicity: 5
E_HOMO (alpha / beta): -10.22 / -13.64 eV
orbital gap (alpha / beta): 5.2 / 6.6 eV
LUMO energy (alpha / beta): -4.98 / -7.04 eV
charge: +2